1.
9
Properties=species:S:1:pos:R:3 method="wB97M-V/def2-TZVPD" spin_multiplicity=1 de_lowest_ev=1.593 homo_energy_ev=-9.28 orbital_gap_ev=9.0 total_energy_ev=-12195.9873
H 1.6984 0.1885 -1.0894
H -0.9844 0.5919 -1.6483
N -0.3378 0.0287 -1.0686
C -0.3936 0.0935 0.3585
H 0.5539 0.4524 0.7272
N 1.1014 0.8174 -1.4852
H -0.5081 -0.8893 0.8119
I 1.1932 2.6995 -0.5025
H -1.2489 0.7339 0.6883


2.
68
Properties=species:S:1:pos:R:3 method="wB97M-V/def2-TZVPD" spin_multiplicity=1 de_lowest_ev=0.000 homo_energy_ev=-11.14 charge=+1 orbital_gap_ev=5.4 total_energy_ev=-84135.5105
C 3.8893 -1.0731 4.6586
H 2.4905 -1.8731 2.5405
C 1.5717 -2.4333 -0.9906
C -3.0892 -0.0060 2.7653
H -3.6984 0.9115 -0.1052
C 1.2256 1.0736 -4.9013
H 1.6227 0.4094 -6.9075
H 3.3520 -4.7193 -2.8707
C 0.4441 -2.7064 0.0159
C -2.6674 4.6627 -0.3043
H -1.2090 0.5061 -0.8112
H 2.1320 0.1128 1.0035
C 2.0364 -3.7926 -1.5136
C -3.6468 1.0791 3.6788
C 3.3180 -0.1724 3.5702
Ge -0.1213 -1.1555 1.0929
H -0.4498 -3.0686 -0.5204
H 2.4105 -1.8967 -0.5189
H 2.3929 -4.3828 -0.6628
C -0.5826 1.2444 -2.7043
H 2.4336 1.9558 -6.4453
H 1.1888 -1.8134 -1.8158
C 0.7120 -0.0873 -4.3060
H 1.0603 0.8640 2.2220
H -2.4028 5.7080 -0.4302
H -1.1905 -0.1415 3.7862
H 4.7396 -0.5978 5.1495
C -4.0706 2.9162 0.6560
H 4.0709 0.0496 2.7983
H 2.8233 -3.1443 -3.4304
H -4.5189 1.5355 3.2083
H -2.6721 0.4422 1.8523
H 1.2025 3.2372 -4.8026
H 2.9820 0.7931 3.9791
H -2.8989 1.8619 3.8353
H 4.2205 -2.0328 4.2448
H 1.0343 -1.0766 -4.6531
C 2.1286 0.9612 -6.0979
H -3.9660 0.6897 4.6530
H 0.7445 -3.5142 0.7009
C -2.2980 2.3551 -0.9271
H -0.5954 -0.8993 -2.8047
C 1.4233 -0.1028 1.8248
H -2.1477 -2.3954 1.9152
H -2.3799 -1.3609 4.2937
C 0.8218 2.3112 -4.3845
H -0.4297 3.3791 -2.9900
H 1.4016 -1.1413 3.7482
H -3.8991 -0.6845 2.4586
H 4.0363 -3.2609 -2.1446
H 1.1655 -4.3131 -1.9308
C 2.1166 -0.9124 2.9373
C -3.7154 4.2758 0.5274
C -1.8871 3.6925 -0.9346
C -1.6262 1.1475 -1.5897
H -0.9494 3.9974 -1.3991
H 3.0465 0.4195 -5.8390
H -4.2438 5.0383 1.0986
C -1.3653 -1.8745 2.4854
H -4.8100 2.5711 1.3857
C -0.1931 0.0126 -3.2503
H 3.1305 -1.3020 5.4164
C 3.1278 -3.7065 -2.5486
H -0.8110 -2.6455 3.0374
C -3.4139 1.9783 -0.1456
C -1.9799 -0.8164 3.4283
C -0.0940 2.4014 -3.3255
H -2.4732 0.5095 -1.9621


3.
13
Properties=species:S:1:pos:R:3 method="wB97M-V/def2-TZVPD" spin_multiplicity=1 de_lowest_ev=1.372 homo_energy_ev=-8.76 orbital_gap_ev=9.5 total_energy_ev=-20864.5753
H 0.4896 -0.9267 -1.9424
H 1.1209 -0.0407 2.2674
C -0.4848 0.8725 -0.9743
F 2.4995 -0.4869 -0.1520
H -1.2499 0.9406 -1.7549
H 0.2719 1.6792 -1.1090
C 0.6381 -0.2472 1.3290
C 1.2066 -0.4683 0.1579
C 0.1674 -0.5292 -0.9541
C -0.8581 -0.1513 1.0553
S -1.1694 -1.5066 -0.1560
O -1.0976 1.0292 0.3143
H -1.5341 -0.1647 1.9187


4.
12
Properties=species:S:1:pos:R:3 method="wB97M-V/def2-TZVPD" spin_multiplicity=1 de_lowest_ev=4.087 homo_energy_ev="-8.97 / -8.54" orbital_gap_ev="9.3 / 8.5" total_energy_ev=-21492.0964
F 1.3393 -2.2862 0.1745
F 2.7356 -0.6547 -0.2142
F -0.7560 2.5060 0.1162
C -1.2359 1.2753 0.0471
C 1.5315 -1.0945 -0.4273
F 0.0998 0.9992 2.0315
F -1.1143 -0.6882 1.5088
H 0.2909 -1.3977 -1.8240
H -2.2995 1.2202 0.3768
O 1.1350 -1.0188 -1.6758
C -0.4852 0.3655 1.0366
F -1.2412 0.7738 -1.1503


5.
8
Properties=species:S:1:pos:R:3 method="wB97M-V/def2-TZVPD" spin_multiplicity=1 de_lowest_ev=2.926 homo_energy_ev="-17.98 / -15.35" charge=+1 orbital_gap_ev="11.4 / 6.0" total_energy_ev=-14884.8208
F 2.0448 -1.3847 0.2658
F 1.9305 -1.0600 -1.7468
C -0.7069 0.1701 -0.2225
N 2.0735 -0.4682 -0.6318
N -1.3654 0.5879 0.8209
H -1.8720 1.3985 0.8728
F -0.9181 0.7914 -1.2951
F -1.1864 -0.0350 1.9368


6.
97
Properties=species:S:1:pos:R:3 method="wB97M-V/def2-TZVPD" spin_multiplicity=1 de_lowest_ev=0.255 homo_energy_ev=-3.40 charge=-1 orbital_gap_ev=5.3 total_energy_ev=-117953.4252
C 2.3060 -0.1420 3.7894
C -1.7153 5.5703 1.5378
C 3.0692 3.1903 -0.8305
H -0.3418 -2.7803 4.0257
Cl -3.9043 1.7233 2.3428
C 1.2462 0.4845 6.2769
P -1.5101 1.9159 -2.3829
H 1.6516 -4.6501 -0.0604
C 3.4279 -1.7990 2.1581
C 1.7541 1.1169 4.0191
C -2.9300 5.5781 2.2014
H 3.4844 3.8069 1.0612
C -2.0442 -0.7323 -2.9324
N -0.7889 -1.2723 1.8629
O -1.2118 1.9893 1.0657
H -3.3901 2.1773 -0.8815
K 0.5492 0.5382 -0.1734
C 0.8809 -2.2440 -2.8075
C -2.9544 2.7958 -1.6672
C -0.1897 -4.1889 -1.8719
H -4.0210 -2.4473 -5.0747
H 1.8803 0.8809 -3.4718
C -0.3141 -4.7398 -3.1377
H 4.2831 -1.9487 2.8213
H 0.7819 2.4024 5.4270
H -1.2036 6.4953 1.3105
H -0.7942 -5.7064 -3.2493
C 1.7915 -0.7717 6.0532
H 3.7442 -1.8459 1.1196
N 1.4829 -0.9610 -2.6206
C -3.5886 4.3872 2.4528
C -3.5615 -1.6043 -4.5728
H -2.6188 3.7272 -1.2077
H 0.5800 -0.0365 -4.2618
C 1.5621 -0.1129 -3.7917
H -0.6469 3.9760 -3.2839
H 2.6798 -1.6693 -1.0641
C 2.3214 -1.0867 4.8110
H -4.6154 -0.1372 -5.7378
C -3.0142 3.1957 2.0597
H 3.2762 2.1338 0.8571
C -1.0867 3.0866 -3.7402
N 3.5540 3.0157 0.4417
H -1.9494 3.3904 -4.3371
H -3.7126 3.0160 -2.4224
H -3.5637 1.7803 -4.6177
C 2.7840 -1.0650 -1.9642
O 2.5557 2.2963 -1.4830
H -1.7344 -1.7873 0.0594
H -2.7843 -1.8919 1.4956
C 1.3763 -4.8927 2.0456
C 0.1027 -3.1788 3.1233
C 0.4948 -3.0238 0.7165
C -1.7449 3.0802 1.4075
H 1.7888 -1.5137 6.8414
H 2.2829 -0.4770 -4.5436
Cl -3.6383 7.0966 2.7086
H -2.3306 -0.2983 0.8398
H 0.8200 0.7234 7.2432
H -1.9359 -1.2183 3.6583
C -0.0797 -2.5023 1.9233
Cl 0.3272 4.3992 0.2538
H 1.7070 1.8239 3.2010
C -3.8924 -0.3060 -4.9483
C -3.2959 0.7734 -4.3160
C 0.8364 -4.3625 3.2073
H -0.3396 2.6333 -4.3927
H -0.5849 -4.7259 -1.0180
H -1.4939 0.3446 2.9348
O 2.6887 0.3660 1.5318
H -4.5501 4.3831 2.9474
C 0.1459 -4.0557 -4.2522
C 1.2283 1.4310 5.2594
C -2.6367 -1.8193 -3.5637
C 0.7424 -2.8102 -4.0650
H 3.1336 -0.0685 -1.6876
H -1.3094 -0.9057 -2.1536
H 0.9556 -4.8629 4.1607
H 2.9917 4.5619 -2.3074
N 3.2106 4.4616 -1.3320
H 1.9501 -5.8126 2.0769
H 3.5299 -1.5311 -2.6282
C 1.1988 -4.2409 0.8350
H 2.7094 -2.5993 2.3508
C 2.8027 -0.4633 2.4189
C -2.3613 0.5727 -3.3002
C -1.9806 -1.3177 1.0081
H 3.9191 5.0650 -0.9548
H 0.0444 -4.4693 -5.2475
C -1.1660 4.3642 1.1569
H -0.2711 -0.6126 3.7882
C -1.1382 -0.6654 3.1332
H -2.3502 -2.8231 -3.2754
C 0.4029 -2.9265 -1.6472
N 0.4401 -2.2975 -0.4387
H 2.7106 -2.0792 4.6285
H 1.1018 -2.2700 -4.9317